(1)
C39H53ClOP4Pt | ωB97M-V/def2-TZVPD

Cartesian coordinates (Å):
P  1.2733  1.0370  -2.9743
C  3.0044  1.4840  -3.1993
C  3.8074  0.8695  -4.1801
H  3.4033  0.0456  -4.7723
C  5.1115  1.3223  -4.3942
H  5.7271  0.8544  -5.1679
C  5.6220  2.3768  -3.6273
H  6.6297  2.7471  -3.8147
C  4.8446  2.9578  -2.6182
H  5.2458  3.7717  -2.0107
C  3.5436  2.5006  -2.3920
H  2.9331  2.9306  -1.5958
C  0.9746  -0.5710  -3.7204
C  1.6811  -1.6792  -3.2171
H  2.4396  -1.5343  -2.4437
C  1.4019  -2.9572  -3.6998
H  1.9202  -3.8197  -3.2677
C  0.4770  -3.1215  -4.7354
H  0.2874  -4.1171  -5.1372
C  -0.2110  -2.0190  -5.2536
H  -0.9348  -2.1478  -6.0613
C  0.0121  -0.7456  -4.7308
H  -0.5408  0.1160  -5.1138
C  0.2231  2.3168  -3.6898
C  0.5958  2.9381  -4.8984
H  1.5017  2.6128  -5.4158
C  -0.1912  3.9631  -5.4263
H  0.0928  4.4264  -6.3754
C  -1.3320  4.4023  -4.7391
H  -1.9392  5.2108  -5.1499
C  -1.6932  3.8084  -3.5247
H  -2.5691  4.1498  -2.9671
C  -0.9251  2.7596  -3.0138
H  -1.2111  2.2875  -2.0738
Pt  0.0042  0.0703  1.4769
C  -1.5965  -1.1223  1.1589
C  -1.8955  -1.4298  -0.1157
H  -2.1767  -1.5400  1.9913
C  -1.0655  -0.7614  -1.2039
O  -1.9733  0.0054  -2.0262
H  -1.5074  0.3776  -2.8065
C  0.0302  0.1157  -0.6158
H  -0.5901  -1.5506  -1.8182
C  0.9236  0.9076  -1.2147
Cl  1.9142  1.4812  1.9368
P  -1.3006  1.9734  2.0688
P  1.4978  -1.7386  1.8514
C  -0.7956  2.9651  3.5113
H  0.2358  3.3023  3.3659
H  -0.8599  2.3657  4.4262
H  -1.4705  3.8289  3.5810
C  -1.3428  3.1567  0.6923
H  -2.0205  2.7886  -0.0868
H  -0.3376  3.2703  0.2724
H  -1.7002  4.1281  1.0576
C  -3.0446  1.5659  2.3723
H  -3.1233  0.8865  3.2282
H  -3.4635  1.0786  1.4846
H  -3.6027  2.4868  2.5850
C  2.2424  -1.8770  3.5019
H  1.4786  -2.1668  4.2313
H  2.6760  -0.9135  3.7910
H  3.0319  -2.6396  3.4697
C  0.7678  -3.3748  1.5554
H  0.3828  -3.4298  0.5309
H  -0.0597  -3.5327  2.2564
H  1.5218  -4.1592  1.7010
C  2.9139  -1.6566  0.7183
H  3.2828  -0.6266  0.6854
H  2.6012  -1.9711  -0.2833
H  3.7037  -2.3250  1.0832
P  -3.2512  -2.5425  -0.5877
C  -3.8506  -3.4816  0.8074
C  -2.5672  -3.5950  -1.8718
H  -4.2395  -2.8069  1.5850
H  -3.0552  -4.1112  1.2338
H  -4.6690  -4.1323  0.4619
H  -2.2223  -2.9809  -2.7156
H  -3.3417  -4.2916  -2.2174
H  -1.7176  -4.1659  -1.4694
C  -4.5146  -1.4629  -1.2413
H  -4.7928  -0.7375  -0.4625
H  -5.3914  -2.0524  -1.5400
H  -4.0787  -0.9242  -2.0943
H  1.5369  1.5288  -0.5503
C  -0.5414  -0.2338  4.5803
C  -0.2432  -0.2937  5.9439
C  -1.1725  -0.7792  6.9210
C  -0.8551  -0.6980  8.2716
C  0.3940  -0.1945  8.6853
C  1.3573  0.1849  7.7358
C  1.0300  0.1923  6.3914
H  -1.4772  -0.5804  4.1562
H  0.2304  0.1832  3.9099
H  -2.1391  -1.1520  6.5744
H  -1.5902  -0.9983  9.0285
H  0.6124  -0.0986  9.7501
H  2.3497  0.5104  8.0616
H  1.7119  0.5980  5.6397

charge: +2
E: -3537.44586 a.u.
molar mass: 892.3 g/mol
2S+1: 5
largest force on an atom: 0.172 Eh/bohr

These are the Mulliken partial charges, in e, on atoms 1 to 5: 2.288 0.342 -0.071 0.381 -0.707

(2)
C39H53N5P2Ti | ωB97M-V/def2-TZVPD

Cartesian coordinates (Å):
Ti  2.5992  -0.0761  -0.2220
C  4.2630  0.7523  0.3999
C  3.4199  1.7567  -0.1691
C  3.7227  2.3346  -1.5614
C  3.8237  1.2755  -2.6685
C  2.9942  0.0655  -2.3563
C  3.4289  -1.1345  -1.7608
C  4.7548  -1.3248  -1.1465
C  5.2676  -0.0570  -0.3837
C  0.7471  -1.3287  -0.4819
H  4.3427  0.6408  1.4817
H  2.7658  2.3800  0.4657
H  4.6610  2.9115  -1.5305
H  2.9763  3.0845  -1.8827
H  3.3985  1.7150  -3.5820
H  4.8746  1.0899  -2.9146
H  2.1147  -0.0178  -2.9891
H  2.8056  -2.0076  -1.9089
H  5.4827  -1.5777  -1.9382
H  4.7465  -2.2052  -0.4826
H  5.9956  -0.4390  0.3458
H  5.8413  0.5525  -1.0952
H  0.8055  -2.1851  0.2128
H  0.2702  -1.6776  -1.4192
H  -0.0165  -0.6308  -0.0551
P  -0.5861  0.5110  -2.3869
P  -0.3612  1.6667  0.5813
N  0.1246  -0.4870  -4.0263
N  -2.0682  0.6680  -3.1455
N  2.0296  -0.2629  1.7829
N  -0.3346  2.6609  1.9570
C  -0.0622  2.2729  -2.1169
C  -0.0829  2.8990  -0.6694
C  0.7079  -1.7534  -4.0009
C  1.1120  -2.1342  -5.2742
C  0.7480  -1.0714  -6.1489
C  0.1564  -0.0847  -5.3560
C  -2.8938  -0.4738  -3.2740
C  -3.7982  -0.2467  -4.2884
C  -3.5249  1.0568  -4.8352
C  -2.4339  1.5665  -4.1564
C  2.6949  -1.5017  1.9515
C  3.3509  -1.4991  3.1972
C  2.9408  -0.3332  3.8824
C  2.1381  0.4138  2.9965
C  0.1698  3.9282  2.2737
C  0.0248  4.1478  3.6379
C  -0.5640  2.9705  4.2094
C  -0.7764  2.0885  3.1710
H  -0.6388  2.9120  -2.8014
H  0.9865  2.2680  -2.4730
H  0.8721  3.3882  -0.4403
H  -0.8555  3.6741  -0.5999
H  0.8359  -2.3055  -3.0840
H  1.6014  -3.0700  -5.5240
H  0.8926  -1.0447  -7.2254
H  -0.2390  0.8761  -5.6561
H  -2.7205  -1.3217  -2.6402
H  -4.5643  -0.9371  -4.6022
H  -4.0667  1.5460  -5.6265
H  -1.8905  2.4818  -4.2703
H  2.5268  -2.3680  1.3434
H  4.0251  -2.3018  3.4991
H  3.1730  -0.0527  4.8992
H  1.6124  1.3309  3.2216
H  0.5546  4.5769  1.5055
H  0.2960  5.0188  4.2052
H  -0.7951  2.7751  5.2514
H  -1.1842  1.0931  3.1535
C  -4.4269  -3.9115  3.5744
C  -3.1964  -3.1380  3.1831
C  -1.9244  -3.6116  3.5206
C  -0.7549  -2.8984  3.2195
C  0.5555  -3.4795  3.6617
C  -0.9014  -1.6752  2.5848
C  -2.1558  -1.2189  2.0573
C  -3.3076  -1.9397  2.4827
N  -2.1582  -0.1556  1.2186
C  -3.3405  0.6215  0.8844
C  -4.2812  -0.1350  -0.0226
C  -4.0183  1.1963  2.1239
C  -2.9142  1.8282  0.0497
H  -4.3590  -4.9649  3.2832
H  -4.6066  -3.8979  4.6553
H  -5.3197  -3.4952  3.1016
H  -1.8118  -4.5517  4.0575
H  0.7397  -3.2483  4.7181
H  0.5283  -4.5722  3.5695
H  1.4149  -3.1111  3.0968
H  -0.0297  -1.0743  2.3170
H  -4.2908  -1.5584  2.2143
H  -4.6227  -1.0623  0.4202
H  -5.1291  0.5184  -0.2340
H  -3.7721  -0.3727  -0.9609
H  -3.3051  1.7740  2.7344
H  -4.8173  1.8624  1.7693
H  -4.4574  0.4259  2.7644
H  -2.3594  2.5770  0.6502
H  -2.3590  1.5232  -0.8493
H  -3.8378  2.3063  -0.3009

charge: +2
E: -3322.87696 a.u.
molar mass: 701.7 g/mol
largest force on an atom: 0.103 Eh/bohr
energy above the lowest of the compared OMol25 structures with the same formula, charge and spin: 37.82 kJ/mol

These are the Mulliken partial charges, in e, on atoms 1 to 5: -0.855 0.176 -0.227 -1.349 -1.301

(3)
C39H53N5P2Zr | ωB97M-V/def2-TZVPD

Cartesian coordinates (Å):
Zr  -0.4409  2.8336  0.4073
C  -1.8167  1.2404  2.0073
C  -0.4941  0.8026  1.7723
C  -0.2483  -0.5283  1.0656
C  -0.2542  -0.5422  -0.4904
C  -1.3490  0.1808  -1.2335
C  -2.6259  0.3513  -0.8313
C  -3.2437  -0.2932  0.3664
C  -3.0543  0.4540  1.7365
C  -1.8275  3.8631  -0.9277
H  -1.9538  1.9634  2.8155
H  0.2545  1.0115  2.5556
H  -0.9148  -1.3028  1.4395
H  0.7702  -0.8177  1.3722
H  0.6975  -0.0984  -0.8239
H  -0.2036  -1.6057  -0.7811
H  -0.9994  0.7649  -2.1020
H  -3.2676  1.0710  -1.3532
H  -2.9353  -1.3456  0.4641
H  -4.3311  -0.3016  0.2113
H  -3.8894  1.1563  1.8563
H  -3.2099  -0.3368  2.4791
H  -2.5563  4.4082  -0.3075
H  -2.4039  3.1810  -1.5660
H  -1.3401  4.6109  -1.5657
P  1.7864  -3.1405  -3.2803
P  3.1316  -3.1862  -0.2832
N  0.3884  -3.8399  -4.0800
N  2.8301  -3.4032  -4.8001
N  1.9560  -4.1890  0.6026
N  4.5294  -3.5885  0.7516
C  2.3038  -4.7493  -2.5145
C  3.4639  -4.5298  -1.5348
C  -0.8469  -3.1767  -4.1056
C  -1.7542  -3.9838  -4.7654
C  -1.0735  -5.1785  -5.1793
C  0.2400  -5.0681  -4.7406
C  3.4950  -2.3327  -5.4055
C  4.2588  -2.8153  -6.4658
C  4.0802  -4.2377  -6.5044
C  3.2142  -4.5653  -5.4726
C  0.7183  -3.6621  0.9601
C  -0.0306  -4.6386  1.5866
C  0.7416  -5.8355  1.5555
C  1.9319  -5.5523  0.9100
C  4.8786  -4.7370  1.4764
C  6.1820  -4.5991  1.9339
C  6.6727  -3.3377  1.4468
C  5.6597  -2.7504  0.7087
H  2.6339  -5.4352  -3.3049
H  1.4379  -5.2158  -2.0157
H  3.6927  -5.4828  -1.0339
H  4.3638  -4.1979  -2.0752
H  -0.9124  -2.1952  -3.6497
H  -2.7922  -3.7545  -4.9279
H  -1.4721  -6.0105  -5.7204
H  1.0620  -5.7586  -4.8645
H  3.3692  -1.3316  -5.0052
H  4.8813  -2.2238  -7.1264
H  4.5386  -4.9456  -7.1884
H  2.8870  -5.5602  -5.1817
H  0.5037  -2.6393  0.7042
H  -1.0119  -4.4931  2.0027
H  0.4583  -6.8018  1.9575
H  2.7467  -6.2151  0.6474
H  4.2006  -5.5599  1.6285
H  6.7130  -5.3179  2.5365
H  7.6544  -2.9246  1.6206
H  5.6145  -1.8285  0.1421
C  -3.8119  7.7214  4.3339
C  -3.7129  6.4381  3.5367
C  -4.8940  5.7633  3.2350
C  -4.8949  4.5784  2.4890
C  -6.2234  3.9325  2.2238
C  -3.6703  4.0752  2.0083
C  -2.4452  4.7238  2.3207
C  -2.4940  5.8978  3.1048
N  -1.2298  4.1770  1.8167
C  0.0864  4.8515  1.9643
C  0.0210  6.2371  1.3283
C  0.4462  4.7952  3.4452
C  1.2177  4.1101  1.2288
H  -4.4238  8.4696  3.8013
H  -4.3170  7.5404  5.2975
H  -2.8273  8.1628  4.5351
H  -5.8455  6.1679  3.5955
H  -6.7732  3.7600  3.1615
H  -6.8624  4.5867  1.6114
H  -6.1159  2.9745  1.7061
H  -3.6805  3.1704  1.3819
H  -1.5738  6.3931  3.3908
H  -0.7018  6.8683  1.8427
H  1.0198  6.6889  1.4136
H  -0.2708  6.1665  0.2668
H  0.5766  3.7470  3.7442
H  1.3754  5.3562  3.5852
H  -0.3408  5.2162  4.0663
H  1.3837  3.0565  1.5968
H  1.0962  4.0545  0.0776
H  2.1977  4.5874  1.3777

charge: +2
E: -2520.67904 a.u.
molar mass: 745.1 g/mol
largest force on an atom: 0.095 Eh/bohr

These are the Mulliken partial charges, in e, on atoms 1 to 5: 0.167 -0.990 -0.386 -0.635 -0.297

Q: Which value of charge does entry 2 give?
A: +2